Formula: C40H42Cl2F5N4PS7SeTi
Source: OMol25
Level of theory: the ωB97M-V functional and the def2-TZVPD basis

energy above the lowest of the compared OMol25 structures with the same formula, charge and spin = 146.6 kJ/mol
highest occupied orbital energy (alpha / beta) = -0.1648 / -0.1655 Eh
LUMO energy (alpha / beta) = 1.4 / 1.0 eV
electronic energy = -9567.88707 Eh
maximum force = 0.052 Eh/bohr
spin multiplicity = 2
net charge = -1

Each line ends with the Mulliken charge.
Cartesian coordinates (Å):
Ti: -0.01290 1.07100 0.74430  -0.7989
C: 6.02970 -0.15370 -1.91420  -1.1226
C: 5.30600 0.25730 -0.63640  -0.1231
N: 4.18340 1.11480 -0.93140  -0.0052
C: 2.98780 1.02300 -0.30870  0.3487
S: 1.90960 2.34990 -0.49310  -0.4642
N: 2.72040 -0.03990 0.40180  -1.2887
N: 1.53520 -0.09160 1.02570  2.0194
C: 1.41020 -1.03670 1.95020  0.4547
C: 2.50070 -2.03190 2.20120  -1.7086
C: 0.23890 -0.96100 2.74130  0.4546
C: 0.02110 -1.71440 3.91680  -0.8673
C: -1.10870 -1.50650 4.66440  -0.9644
C: -2.01510 -0.52730 4.24190  -1.2805
C: -1.73850 0.18620 3.09760  -0.5656
N: -0.65330 -0.00420 2.34020  1.1711
H: 6.83820 -0.84480 -1.68150  0.3690
H: 5.33520 -0.64710 -2.58890  0.1221
H: 6.44230 0.71580 -2.42280  0.3912
H: 4.90870 -0.61960 -0.12560  0.0831
H: 6.00040 0.76660 0.04720  0.3268
H: 4.37790 1.99440 -1.38350  0.3007
H: 3.21720 -1.63050 2.91920  0.2916
H: 2.09520 -2.96380 2.59130  0.6002
H: 3.02550 -2.21520 1.26590  0.1570
H: 0.76300 -2.43370 4.22700  0.4894
H: -1.29280 -2.07850 5.56380  0.4360
H: -2.92290 -0.32770 4.79020  0.5902
H: -2.44370 0.93070 2.76120  0.7379
Cl: -1.19370 2.86750 -0.26730  0.0037
C: -1.77800 2.34220 -1.79890  0.1203
C: -2.73940 3.10360 -2.43500  -0.6784
C: -3.15670 2.74740 -3.70530  -0.7542
C: -2.57300 1.66340 -4.33840  -0.5391
C: -1.62860 0.90070 -3.67970  0.3329
Cl: -0.89820 -0.39830 -4.53370  -0.0984
C: -1.23250 1.17900 -2.36020  -0.6826
S: -0.17690 0.11160 -1.49050  1.2303
H: -3.15640 3.95860 -1.92660  0.4848
H: -3.92080 3.32170 -4.20250  0.3773
H: -2.84690 1.39650 -5.34690  0.4600
C: -5.54880 1.66250 2.04690  -0.4367
S: -5.16130 0.12260 2.93760  -0.1336
C: -4.95430 -0.98890 1.59430  0.2716
C: -4.10800 -0.81810 0.54540  -0.4480
S: -3.03630 0.46070 0.26260  -0.2340
S: -4.23420 -2.08320 -0.69590  0.0713
C: -5.34710 -3.13050 0.13170  0.0199
S: -5.78680 -4.60800 -0.42990  -0.2917
S: -5.93250 -2.45170 1.62020  -0.2256
H: -5.47520 2.46670 2.76850  0.2698
H: -6.55360 1.60540 1.63980  0.3421
H: -4.81160 1.80330 1.26040  -0.0609
C: 2.32410 -5.02270 -0.22160  -1.8343
C: 2.44030 -4.31970 -1.57410  2.1484
C: 2.54130 -5.35900 -2.68700  -1.7959
C: 3.72230 -3.47500 -1.59580  -1.8892
P: 1.05330 -2.98920 -1.69630  1.0474
C: 1.40600 -2.49000 -3.43250  1.0158
C: 1.06090 -3.17470 -4.59400  -0.2714
C: 1.43740 -2.68060 -5.83200  -0.8312
C: 2.17050 -1.51020 -5.92880  -0.8756
C: 2.51570 -0.81960 -4.78010  -0.5387
C: 2.12420 -1.30120 -3.54640  -1.0497
C: -0.66040 -3.83750 -1.72600  2.3226
C: -0.78030 -5.30090 -2.14140  -1.9329
C: -1.12280 -3.68640 -0.27030  -1.8105
C: -1.59670 -3.02310 -2.61550  -1.4936
H: 3.23130 -5.59380 -0.01520  0.5430
H: 1.48190 -5.71170 -0.20190  0.2731
H: 2.19460 -4.29590 0.57620  0.1396
H: 3.48830 -5.89310 -2.59480  0.5365
H: 2.52210 -4.88470 -3.66460  0.2706
H: 1.74310 -6.09270 -2.63200  0.2897
H: 4.57850 -4.06480 -1.26520  0.6295
H: 3.62490 -2.60790 -0.94410  0.0724
H: 3.91830 -3.11930 -2.60630  0.3428
H: 0.49960 -4.09750 -4.54880  0.1365
H: 1.14950 -3.21360 -6.72940  0.4128
H: 2.46620 -1.12990 -6.89660  0.3693
H: 3.07370 0.10390 -4.84480  0.4803
H: 2.36160 -0.74750 -2.64830  0.3862
H: -0.26040 -5.96850 -1.45880  0.3327
H: -0.41150 -5.46400 -3.15070  0.2290
H: -1.83660 -5.57680 -2.12810  0.5343
H: -0.43680 -4.18220 0.41710  0.3233
H: -2.11330 -4.12210 -0.14170  0.4335
H: -1.16920 -2.62840 0.00120  0.1248
H: -1.35100 -3.12670 -3.66960  0.2492
H: -1.55770 -1.96700 -2.35930  0.0359
H: -2.62200 -3.36610 -2.47460  0.4359
F: -2.68610 6.82890 5.05720  -0.3203
C: -1.86030 5.90250 4.54060  0.3998
C: -0.49200 5.95700 4.79860  0.2292
F: -0.01260 6.94110 5.57860  -0.3094
C: 0.36000 5.00840 4.26050  0.2760
F: 1.66860 5.08040 4.53490  -0.3078
C: -0.10730 3.97820 3.43050  -0.1643
Se: 1.03180 2.68420 2.69150  -0.0667
C: -1.48370 3.96850 3.18530  0.1880
F: -1.95500 3.00850 2.35850  0.3004
C: -2.35920 4.88320 3.73720  -0.2934
F: -3.67920 4.78690 3.51300  -0.2793

Forces on the atoms, in the same order (eV/Å):
-0.932 1.950 -1.585
-0.134 0.004 0.268
0.231 -0.241 -0.089
0.222 -0.181 -0.040
-0.981 1.130 -0.195
0.146 -0.286 0.291
1.048 -1.159 0.101
1.227 -1.304 1.035
1.428 0.179 -1.117
-0.222 0.175 -0.118
-1.396 0.300 0.864
0.494 0.149 -0.807
-0.504 0.537 -0.180
0.470 -0.498 0.292
-0.449 0.226 0.069
0.126 -1.758 1.733
0.108 0.005 -0.034
-0.079 -0.078 -0.098
0.094 0.060 -0.076
0.087 0.082 -0.006
-0.067 -0.109 -0.018
-0.168 -0.042 0.081
0.102 0.015 0.041
-0.004 -0.005 0.006
0.002 -0.031 0.081
0.028 -0.060 -0.052
0.023 -0.015 0.007
-0.018 0.052 -0.072
0.140 -0.113 -0.030
-0.458 1.264 -0.018
-0.128 -0.496 -1.259
0.122 0.058 0.194
0.065 -0.005 0.065
-0.082 0.050 0.046
-0.059 0.377 0.302
-0.009 -0.125 -0.320
0.034 0.176 0.092
0.124 -0.158 0.039
-0.057 0.114 0.025
-0.081 0.092 -0.078
-0.047 -0.037 -0.088
-0.192 -0.370 0.113
-0.060 0.243 -0.142
-0.023 -0.226 0.050
-0.310 -0.561 0.154
0.111 0.532 -0.381
-0.414 0.121 0.754
0.152 0.416 0.155
-0.115 -0.290 -0.132
0.270 0.118 -0.449
-0.022 0.159 0.156
-0.079 0.059 -0.036
-0.004 0.052 -0.002
-0.037 0.112 -0.124
-0.214 0.154 0.049
-0.077 0.109 0.117
-0.149 -0.042 -0.010
0.114 -0.792 -0.343
-0.093 0.126 0.370
0.033 0.086 0.015
-0.100 -0.121 -0.198
0.075 0.096 -0.069
0.139 0.045 -0.091
0.074 -0.117 0.047
0.233 0.113 0.109
0.134 0.098 0.039
0.033 0.062 -0.026
0.047 0.032 0.011
0.088 -0.080 0.004
-0.078 -0.039 0.050
-0.025 0.047 0.160
0.136 -0.091 0.028
0.059 -0.058 -0.088
-0.108 -0.078 -0.039
0.073 -0.131 0.015
0.072 0.152 0.087
0.089 0.067 -0.024
-0.033 -0.014 0.050
0.012 -0.024 -0.033
-0.012 0.011 -0.085
0.032 0.082 -0.009
0.020 0.073 0.061
0.113 -0.111 0.022
0.052 -0.100 -0.098
-0.084 -0.023 0.027
0.066 -0.085 0.097
-0.127 -0.057 0.031
-0.054 -0.008 0.036
0.013 -0.001 -0.051
-0.056 0.019 -0.009
0.000 -0.118 0.007
0.137 -0.188 -0.046
0.163 -0.121 -0.058
-0.224 0.081 0.021
-0.058 -0.140 -0.110
-0.188 -0.452 -0.374
-0.122 0.154 0.107
-0.643 0.353 0.234
0.447 -0.118 -0.023
0.604 -0.151 -0.028
-0.452 0.462 0.519
-0.022 0.072 0.056
0.140 0.107 -0.027